[1]
ORCA calculation (the ωB97M-V functional and the def2-TZVPD basis) on one molecule with the formula C5H4N2.

Computed properties:
SMILES string   C#Cc1ccn[nH]1
Highest occupied orbital energy   -9.5240 eV

Last column: Mulliken charge in e.
Element x y z (Å)
C 2.920 0.440 0.086  -0.6909
C 1.693 0.312 0.244  0.1543
C 0.302 0.113 0.234  0.4096
C -0.427 -1.008 -0.118  -0.3014
C -1.756 -0.556 -0.121  -0.4196
N -1.847 0.727 0.215  -0.7938
N -0.593 1.119 0.399  0.2996
H 2.770 -0.118 -0.879  0.2617
H -0.031 -1.983 -0.368  0.3791
H -2.652 -1.114 -0.353  0.4522
H -0.380 2.069 0.662  0.2492

[2]
ORCA calculation (the ωB97M-V functional and the def2-TZVPD basis) on a 2-piece molecular cluster, C18H27Si overall.

Computed properties:
Highest occupied orbital energy   -10.8604 eV
Charge   +1

Last column: Mulliken charge in e.
Element x y z (Å)
C 1.770 -1.921 -0.019  -1.4698
C 1.325 -0.546 -0.384  0.0201
C 2.116 0.539 -0.210  -0.3884
C 2.269 1.661 -1.187  -0.6893
Si 1.221 3.247 -1.002  0.2607
C 2.022 4.552 -2.097  -1.0474
C -0.517 2.871 -1.571  -0.5092
C 1.269 3.803 0.775  -0.9990
H 1.037 -2.658 -0.345  0.3558
H 2.735 -2.181 -0.489  0.4165
H 1.896 -2.024 1.068  0.2571
H 0.370 -0.471 -0.907  0.4099
H 2.819 0.563 0.635  0.3643
H 3.299 2.059 -1.144  0.4162
H 2.074 1.324 -2.218  0.4215
H 1.424 5.476 -2.097  0.3146
H 3.031 4.803 -1.738  0.3087
H 2.116 4.210 -3.139  0.3170
H -1.203 3.663 -1.243  0.3236
H -0.574 2.817 -2.667  0.3798
H -0.891 1.919 -1.178  -0.1551
H 0.502 4.564 0.970  0.3294
H 1.114 2.968 1.469  0.2745
H 2.247 4.250 1.001  0.3547
C -1.863 -0.104 0.639  -0.4303
C -1.584 0.928 1.781  -0.4722
C -0.717 0.166 2.734  -0.4690
C -0.526 -1.141 2.312  -0.7074
C -1.149 -1.359 1.057  0.5439
C -1.399 -2.655 0.483  0.9975
C -0.836 -3.826 1.069  -0.0438
C -1.118 -5.092 0.554  -0.8300
C -2.003 -5.231 -0.525  -0.3665
C -2.585 -4.093 -1.098  -0.8165
C -2.282 -2.823 -0.620  -0.3229
H -2.949 -0.255 0.516  0.5278
H -1.479 0.273 -0.320  -0.0619
H -1.098 1.843 1.409  0.0800
H -2.551 1.244 2.217  0.3958
H -0.308 0.600 3.646  0.4521
H 0.048 -1.898 2.843  0.4216
H -0.174 -3.734 1.934  0.2630
H -0.657 -5.968 1.011  0.4151
H -2.216 -6.223 -0.927  0.4086
H -3.298 -4.202 -1.918  0.3933
H -2.725 -1.936 -1.079  0.3554

[3]
ORCA calculation (the ωB97M-V functional and the def2-TZVPD basis) on C28H27CrN3O2S2Te as an isolated structure.

Computed properties:
Spin multiplicity   2
Highest occupied orbital energy (alpha / beta)   -3.2756 / -3.2799 eV
Charge   -1

Last column: Mulliken charge in e.
Element x y z (Å)
Cr 0.439 -0.282 0.615  0.0243
C 1.426 -3.135 0.293  -1.4317
N 0.169 -2.387 0.185  1.4263
C -0.346 -2.440 -1.179  -1.2838
C 0.433 -1.466 -2.060  -1.1303
N 0.250 -0.080 -1.612  1.5884
C 1.309 0.761 -2.178  -1.3655
C -1.054 0.397 -2.038  -0.4825
C -1.288 0.738 -3.362  -0.6825
C -2.516 1.216 -3.776  -0.9599
C -3.547 1.340 -2.855  -0.6420
C -3.347 0.970 -1.547  -0.9033
C -2.104 0.494 -1.112  1.3951
S -1.908 0.045 0.546  -0.4494
C -0.710 -2.945 1.191  -0.2095
C -1.534 -4.027 0.941  -0.3388
C -2.251 -4.626 1.967  -0.8905
C -2.120 -4.152 3.262  -0.5210
C -1.308 -3.070 3.524  -0.8036
C -0.601 -2.439 2.499  0.8575
S 0.396 -1.068 2.854  -0.6223
H 1.286 -4.170 -0.046  0.3141
H 1.747 -3.140 1.334  0.4012
H 2.211 -2.655 -0.286  0.4089
H -1.404 -2.152 -1.169  0.5255
H -0.266 -3.452 -1.612  0.4746
H 0.102 -1.580 -3.105  0.4367
H 1.498 -1.700 -2.004  0.5987
H 1.446 0.581 -3.251  0.4965
H 2.251 0.549 -1.675  0.2715
H 1.051 1.810 -2.019  0.2515
H -0.505 0.641 -4.101  0.3133
H -2.666 1.487 -4.810  0.3942
H -4.507 1.722 -3.168  0.3759
H -4.140 1.048 -0.818  0.4103
H -1.626 -4.418 -0.062  0.3399
H -2.894 -5.466 1.749  0.3865
H -2.661 -4.630 4.067  0.3688
H -1.206 -2.678 4.524  0.4320
O 4.323 0.706 0.512  -0.7821
C 3.110 0.603 0.665  0.5635
O 2.413 -0.425 0.348  -0.2498
C 2.278 1.707 1.248  0.2178
C 2.825 2.807 1.872  -0.8758
C 1.978 3.700 2.540  -0.3195
C 0.631 3.449 2.517  -0.5390
C 0.126 2.382 1.750  -1.1888
N 0.952 1.446 1.209  0.9970
H 3.896 2.927 1.867  0.5556
H 2.378 4.544 3.083  0.4323
H -0.072 4.081 3.037  0.4696
H -0.885 2.038 1.929  0.3894
Te -0.793 3.597 -0.497  -0.1226
C -0.250 5.625 -0.127  -0.0536
C -0.734 6.318 0.979  -0.1300
C -0.444 7.655 1.172  -0.5916
C 0.333 8.338 0.252  -0.3787
C 0.838 7.660 -0.845  -0.5179
C 0.554 6.320 -1.024  -0.3808
H -1.360 5.802 1.695  0.3797
H -0.826 8.177 2.041  0.3456
H 0.539 9.391 0.383  0.3405
H 1.458 8.186 -1.562  0.3479
H 0.947 5.798 -1.887  0.3162

[4]
ORCA calculation (the ωB97M-V functional and the def2-TZVPD basis) on a 2-piece molecular cluster, C7H7F3OSi overall.

Computed properties:
SMILES string   O[SiH2]C(F)(F)F.C1=C=CC=CC=1
Highest occupied orbital energy   -9.5580 eV

Last column: Mulliken charge in e.
Element x y z (Å)
C -0.781 -0.838 4.199  -0.4708
C -1.671 0.296 4.124  -0.1865
C -0.530 -1.706 3.180  -0.2602
C -2.007 0.862 2.883  -0.5358
C -0.936 -1.114 2.021  0.0015
C -1.505 0.055 1.941  0.1628
C 2.381 1.399 -3.412  0.5582
O -0.444 0.470 -2.901  -0.4549
F 1.780 1.795 -4.510  -0.2155
F 3.551 0.884 -3.838  -0.2516
F 2.633 2.454 -2.602  -0.2395
Si 1.123 0.015 -2.581  0.4568
H -0.737 -1.192 5.241  0.2875
H -1.825 0.998 5.021  0.2648
H -0.099 -2.716 3.176  0.3611
H -2.453 1.842 2.830  0.3808
H 1.549 -0.052 -1.181  -0.0826
H -0.659 1.424 -2.946  0.3266
H 1.151 -1.186 -3.346  -0.1029

[5]
ORCA calculation (the ωB97M-V functional and the def2-TZVPD basis) on a 3-piece molecular cluster, C19H36N2O8P overall.

Computed properties:
Highest occupied orbital energy   -12.0333 eV
Charge   +1

Last column: Mulliken charge in e.
Element x y z (Å)
C -2.226 2.752 2.894  -1.1069
C -2.139 2.826 1.381  -0.1068
O -1.087 3.680 0.936  -0.4115
C 0.197 3.111 0.974  -0.1067
C 0.654 3.027 -0.474  -0.7325
O 1.951 2.372 -0.630  -0.5002
C 2.080 1.159 -0.149  0.2521
C 1.121 0.145 -0.144  -0.1808
C 1.464 -1.071 0.396  0.2377
P 0.154 -2.353 0.447  0.1420
C -0.667 -1.934 2.044  -0.9147
C 0.993 -3.972 0.654  -0.5481
C 0.027 -5.003 1.267  -1.1538
C 2.795 -1.223 0.876  -0.2264
N 3.690 -0.277 0.845  -0.9560
N 3.290 0.887 0.349  0.5115
H -3.192 2.339 3.188  0.3674
H -1.451 2.123 3.336  0.2831
H -2.152 3.758 3.309  0.3191
H -3.053 3.260 0.978  0.3511
H -2.033 1.829 0.930  0.1907
H 0.168 2.124 1.454  0.2309
H 0.869 3.752 1.551  0.2675
H 0.820 4.029 -0.861  0.3551
H -0.093 2.553 -1.112  0.3369
H 0.135 0.326 -0.551  0.5545
H -0.496 -0.883 2.280  0.2138
H -0.237 -2.524 2.855  0.3858
H -1.735 -2.121 1.962  0.3597
H 1.219 -4.293 -0.364  0.3773
H 1.929 -3.927 1.214  0.3116
H -0.643 -5.400 0.506  0.3291
H 0.592 -5.823 1.708  0.3500
H -0.595 -4.585 2.059  0.3279
H 3.134 -2.156 1.306  0.4379
H 3.990 1.622 0.339  0.3588
C 3.675 1.194 -3.294  -0.3762
C 5.134 1.511 -3.039  -0.2870
O 6.002 0.835 -3.952  -0.3805
C 6.049 1.368 -5.182  0.7738
O 5.446 2.346 -5.539  -0.5502
O 6.865 0.632 -5.920  -0.3472
C 6.983 1.055 -7.287  -0.6261
H 3.514 0.113 -3.279  0.2662
H 3.049 1.659 -2.531  -0.2441
H 3.360 1.568 -4.266  0.4017
H 5.447 1.149 -2.058  0.2952
H 5.320 2.585 -3.083  0.3377
H 7.268 2.103 -7.340  0.3024
H 6.041 0.901 -7.810  0.2981
H 7.757 0.431 -7.720  0.2243
C -7.543 -1.646 4.123  -1.1423
C -6.136 -1.095 4.125  -0.1752
O -5.339 -1.643 3.053  -0.3300
C -5.582 -1.138 1.847  0.7381
O -6.348 -0.251 1.581  -0.5394
O -4.804 -1.779 0.965  -0.2796
C -5.021 -1.386 -0.395  -0.6935
H -7.526 -2.735 4.163  0.2976
H -8.084 -1.274 4.994  0.3737
H -8.082 -1.341 3.228  0.3193
H -5.606 -1.388 5.029  0.3227
H -6.128 -0.008 4.057  0.2785
H -4.935 -0.306 -0.505  0.3005
H -6.001 -1.711 -0.737  0.3128
H -4.248 -1.877 -0.979  0.2217

[6]
ORCA calculation (the ωB97M-V functional and the def2-TZVPD basis) on one molecule with the formula C4H5NO2.

Computed properties:
SMILES string   C=C(C=O)NC=O
Highest occupied orbital energy   -9.8511 eV

Last column: Mulliken charge in e.
Element x y z (Å)
C -1.746 0.275 -0.452  -0.7358
C -0.556 -0.175 -0.034  0.3396
C 1.847 0.283 -0.582  0.1360
C -0.315 -1.179 1.140  0.1720
H -1.876 1.141 -1.022  0.3178
H -2.723 -0.266 -0.366  0.2215
H 0.671 1.832 0.167  0.2913
H 2.726 1.134 -0.251  0.2179
H -1.168 -1.955 0.881  0.2035
N 0.708 0.767 -0.050  -0.1474
O 1.932 -0.753 -1.475  -0.5716
O 0.499 -1.106 2.045  -0.4449

[7]
ORCA calculation (the ωB97M-V functional and the def2-TZVPD basis) on a 3-piece molecular cluster, C5H13NO2 overall.

Computed properties:
Highest occupied orbital energy (alpha / beta)   -6.5298 / -5.5378 eV

Last column: Mulliken charge in e.
Element x y z (Å)
C -0.340 0.115 -0.898  0.0302
C -0.270 -0.622 0.248  -0.4257
C -1.475 -1.665 -1.561  -0.6885
C 1.036 1.750 0.353  -0.9659
C 0.788 1.901 1.841  -0.7429
N 0.690 -1.536 0.527  -0.3628
O -1.374 0.998 -1.103  -0.4946
O -0.563 -2.661 -1.840  -0.4856
H -1.011 1.831 -0.751  0.4118
H -0.257 -3.048 -1.008  0.3513
H 0.421 0.007 -1.664  0.2983
H -1.042 -0.479 0.993  0.3361
H 1.561 -1.461 0.021  0.2333
H 0.791 -1.822 1.488  0.2455
H -2.298 -1.929 -0.896  0.3474
H -1.774 -1.146 -2.463  0.4049
H 1.986 1.256 0.127  0.2384
H 0.997 2.703 -0.183  0.5112
H -0.189 2.353 2.044  0.2088
H 1.530 2.524 2.366  0.3286
H 0.796 0.932 2.359  0.2202

[8]
ORCA calculation (the ωB97M-V functional and the def2-TZVPD basis) on C21H31AsN3ORuS2 as an isolated structure.

Computed properties:
Spin multiplicity   6
Highest occupied orbital energy (alpha / beta)   -13.8858 / -13.8387 eV
Charge   +2

Last column: Mulliken charge in e.
Element x y z (Å)
Ru 0.132 0.064 0.672  0.7829
C -1.366 2.442 -1.537  -1.3345
C -1.310 3.363 -0.311  0.3709
C -0.470 4.598 -0.626  -1.8800
C -0.808 2.592 0.896  0.3940
C 0.491 2.721 1.391  -0.1525
C 0.918 2.011 2.521  -0.9374
C 0.040 1.207 3.253  1.3227
C 0.445 0.607 4.565  -1.6975
C -1.269 1.088 2.768  -1.6809
C -1.673 1.723 1.588  -0.3963
H -1.636 3.018 -2.423  0.5489
H -2.102 1.647 -1.406  0.2495
H -0.388 1.988 -1.714  0.1825
H -2.330 3.683 -0.082  0.5493
H 0.502 4.325 -1.046  0.3580
H -0.315 5.220 0.256  0.4495
H -0.983 5.206 -1.370  0.4524
H 1.154 3.445 0.939  0.6953
H 1.926 2.156 2.891  0.5069
H 0.281 1.344 5.354  0.3513
H 1.502 0.346 4.577  0.4237
H -0.144 -0.276 4.806  0.4084
H -1.998 0.537 3.348  0.5403
H -2.706 1.640 1.272  0.5452
C -3.035 -4.396 2.192  -0.8106
S -1.622 -4.658 1.091  0.0249
C -0.760 -3.147 1.086  0.5896
S -1.486 -1.657 1.616  -0.3370
N 0.421 -3.242 0.573  -1.1530
N 1.125 -2.086 0.511  0.8559
C 2.237 -2.130 -0.103  -0.6261
C 3.031 -0.916 -0.221  0.7233
C 4.308 -0.966 -0.750  -0.8426
C 5.050 0.201 -0.842  -0.3645
C 4.482 1.381 -0.398  -1.0542
C 3.198 1.348 0.119  0.0690
N 2.471 0.232 0.208  0.4721
H -3.856 -4.990 1.800  0.3603
H -3.320 -3.349 2.215  0.3032
H -2.774 -4.743 3.188  0.3096
H 2.592 -3.062 -0.533  0.4092
H 4.715 -1.916 -1.071  0.4491
H 6.051 0.185 -1.252  0.4688
H 5.017 2.318 -0.449  0.4680
H 2.742 2.260 0.468  0.1573
C -0.455 -3.228 -2.648  -0.9701
As -1.099 -1.432 -2.499  0.4227
C -2.958 -1.423 -2.042  -1.0096
C -0.766 -0.561 -4.168  -1.0785
O -0.233 -0.574 -1.333  -0.1282
H -1.196 -3.835 -3.167  0.4220
H -0.257 -3.646 -1.663  0.2366
H 0.464 -3.206 -3.233  0.3564
H -3.469 -2.240 -2.550  0.4395
H -3.402 -0.475 -2.337  0.3753
H -3.035 -1.551 -0.963  0.2873
H -1.315 -1.049 -4.972  0.4359
H 0.303 -0.626 -4.360  0.3776
H -1.061 0.484 -4.092  0.3082

[9]
ORCA calculation (the ωB97M-V functional and the def2-TZVPD basis) on a 2-piece molecular cluster, C4H12 overall.

Computed properties:
SMILES string   CC.CC
Highest occupied orbital energy   -11.2424 eV

Last column: Mulliken charge in e.
Element x y z (Å)
C -2.196 1.337 0.752  -0.6453
C -1.528 1.883 -0.534  -0.8256
H -1.607 0.460 1.008  0.1127
H -2.145 2.078 1.521  0.2995
H -3.210 0.947 0.515  0.2487
H -1.317 2.917 -0.315  0.2764
H -2.007 1.593 -1.465  0.3165
H -0.508 1.553 -0.718  0.2171
C 2.322 -1.754 -0.652  -0.9337
C 1.316 -1.421 0.425  -0.7115
H 2.517 -0.959 -1.405  0.2716
H 3.327 -2.007 -0.241  0.2703
H 2.182 -2.720 -1.109  0.3049
H 0.353 -1.709 0.061  0.2171
H 1.544 -2.041 1.300  0.3388
H 1.451 -0.395 0.767  0.2425

[10]
ORCA calculation (the ωB97M-V functional and the def2-TZVPD basis) on one molecule with the formula C3H5FO.

Computed properties:
SMILES string   CO/C=C\F
Highest occupied orbital energy   -9.7436 eV

Last column: Mulliken charge in e.
Element x y z (Å)
C -1.309 -0.588 0.101  -0.7004
C 0.414 0.753 -0.314  -0.1374
C 1.637 0.337 -0.106  -0.0742
H -1.701 -1.478 -0.320  0.2582
H -2.224 0.116 0.274  0.2353
H -0.733 -0.882 0.964  0.3604
H 0.019 1.658 0.225  0.3018
H 2.314 1.024 0.418  0.2999
O -0.545 -0.035 -0.923  -0.3147
F 2.130 -0.905 -0.318  -0.2290

[11]
ORCA calculation (the ωB97M-V functional and the def2-TZVPD basis) on one molecule with the formula C12H10ClNO2S2.

Computed properties:
SMILES string   CCOC(=S)NC(=O)c1sc2ccccc2c1Cl
Highest occupied orbital energy   -8.3613 eV

Last column: Mulliken charge in e.
Element x y z (Å)
C -3.664 -1.884 -0.042  -0.9888
C -3.975 -0.534 -0.672  -0.4317
H -3.708 -0.348 -1.756  0.4634
H -5.144 -0.390 -0.562  0.1641
O -3.483 0.360 -0.099  -0.4041
C -2.316 0.792 -0.200  0.5855
S -1.479 0.139 -1.323  -0.3590
N -1.865 1.919 0.445  -0.0825
C -0.645 2.506 0.627  0.2476
O -0.464 3.552 1.160  -0.5569
C 0.510 1.842 0.412  0.6041
C 0.737 0.471 0.718  -0.3835
C 2.149 -0.280 0.313  0.1943
C 2.746 -1.250 0.701  0.0777
C 3.974 -1.594 0.039  -0.7981
C 4.594 -0.634 -0.440  -0.1204
C 4.130 0.467 -0.758  -0.2456
C 2.787 0.825 -0.229  0.0904
S 2.007 2.452 -0.539  -0.1636
H 4.584 1.434 -1.258  0.2025
H 5.605 -0.821 -1.036  0.1952
H 4.338 -2.438 0.497  0.4451
H 2.185 -1.972 1.285  0.3104
Cl -0.297 -0.517 1.938  -0.2126
H -2.593 2.556 0.815  0.2279
H -2.566 -2.017 -0.284  0.2477
H -4.248 -2.848 -0.656  0.2828
H -3.901 -1.788 0.904  0.4079

[12]
ORCA calculation (the ωB97M-V functional and the def2-TZVPD basis) on a 2-piece molecular cluster, C2H3BrCl2 overall.

Computed properties:
SMILES string   C=C(Cl)Cl.Br
Highest occupied orbital energy   -9.7647 eV

Last column: Mulliken charge in e.
Element x y z (Å)
C 1.172 0.808 0.310  -0.6816
C 0.754 -0.396 -0.037  0.4442
Cl 0.522 -0.773 -1.677  -0.1447
Cl 0.292 -1.681 1.002  -0.1323
Br -2.914 0.331 -0.103  -0.1929
H -2.560 -0.962 -0.494  0.1926
H 1.518 1.076 1.346  0.2218
H 1.215 1.597 -0.346  0.2927